(1)
C11H19NOSi in the gas phase. Source: the OMol25 dataset; level of theory: ωB97M-V with the def2-TZVPD basis set.

CARTESIAN COORDINATES (ANGSTROEM)
O  3.84945  1.30652  1.15324
C  2.66058  0.89992  -0.88683
C  2.19198  -0.48725  1.08866
C  1.61601  0.23884  -1.53997
C  1.27002  -1.21073  0.37910
C  2.89956  0.59590  0.47082
C  0.89480  -0.78704  -0.89082
N  -1.46921  -1.48398  -0.85083
C  4.30917  0.74103  2.34119
C  -0.27722  -1.31023  -1.67629
C  -2.96635  -0.17483  1.49902
C  -4.02521  -0.29356  -1.09767
C  -1.47419  1.55925  -0.54558
Si  -2.41140  -0.04099  -0.25899
H  3.16859  1.74488  -1.26141
H  2.31751  -0.64203  2.17970
H  1.33264  0.51631  -2.52342
H  0.87270  -2.14169  0.79721
H  -2.13022  -2.22992  -1.16103
H  3.57475  0.60433  3.07172
H  5.08744  1.45751  2.67071
H  4.82388  -0.21921  2.04428
H  0.15922  -2.22989  -2.09613
H  -0.53739  -0.69452  -2.55867
H  -2.24843  0.41774  2.02356
H  -2.87912  -1.17917  1.91612
H  -4.01911  0.26681  1.51837
H  -4.70412  0.52873  -1.14790
H  -4.50469  -1.18188  -0.65724
H  -3.65384  -0.36080  -2.14273
H  -0.68043  1.76065  0.23820
H  -0.90839  1.59803  -1.55490
H  -2.13898  2.43127  -0.54147

The molar mass is 209.4 g mol⁻¹. As for the SMILES: COc1ccc(CN[Si](C)(C)C)cc1. As for the spin multiplicity: 1. The total energy comes out at -23130.2784 eV. Its frontier orbital gap is 0.3258 Eh. For the energy relative to the best compared isomer or geometry (same formula, charge and spin), the calculation gives 24.37 kcal/mol.

=====

(2)
C4H8N2O in the gas phase. Source: the OMol25 dataset; level of theory: ωB97M-V with the def2-TZVPD basis set.

CARTESIAN COORDINATES (ANGSTROEM)
C  -2.48857  -0.16402  -0.18090
N  -1.26493  -0.20072  -0.66219
C  -0.10669  -0.21001  0.03787
N  -0.20362  0.06902  1.41194
C  1.08936  -0.12028  -0.76542
O  1.04019  -0.33256  -1.98135
C  2.36801  0.28830  -0.06555
H  -3.30937  0.11511  -0.82161
H  -0.98338  0.72627  1.52785
H  -2.65276  -0.44017  0.85252
H  -1.09496  -0.14652  -1.67141
H  -0.44366  -0.74720  1.96905
H  2.75211  -0.52401  0.56040
H  3.12086  0.55190  -0.81160
H  2.17741  1.13489  0.60041

The molar mass is 100.1 g mol⁻¹. As for the spin multiplicity: 1. The total energy comes out at -9303.8784 eV. Its frontier orbital gap (spin up / spin down) is 0.2876 / 0.2875 Eh. For the energy relative to the best compared isomer or geometry (same formula, charge and spin), the calculation gives 57.99 kcal/mol.

=====

(3)
A molecular structure, C22H38Ca2F8N4O34S8. Source: the OMol25 dataset; level of theory: ωB97M-V with the def2-TZVPD basis set.

CARTESIAN COORDINATES (ANGSTROEM)
Ca  -1.54113  0.66822  -1.74287
Ca  1.00241  -4.38300  -0.74779
N  -1.80713  -1.35314  -2.65857
S  -3.20363  -2.29686  -2.49753
O  -3.14246  -3.32226  -1.50029
O  -3.96228  -2.45664  -3.67250
F  -3.97149  -1.25116  -1.59131
S  -0.92235  -2.48333  -3.35844
O  -1.32349  -2.78444  -4.67923
O  -0.46633  -3.60857  -2.56952
F  0.35387  -1.58412  -3.60302
N  -1.04383  2.59750  -0.60820
S  -0.81177  4.14558  -1.17117
O  0.49512  4.42310  -1.66972
O  -1.50580  5.18500  -0.51304
F  -1.59130  3.87487  -2.53761
S  -0.39767  2.84024  0.82636
O  -1.19180  3.33442  1.89054
O  0.99223  3.17067  0.90182
F  -0.38746  1.27024  1.23089
N  0.80980  -2.20367  -0.44332
S  -0.44736  -1.73511  0.64077
O  -1.40258  -0.83631  0.11484
O  -0.01213  -1.61705  1.97457
F  -1.21222  -3.12157  0.57341
S  1.51189  -0.76915  -0.43493
O  2.36849  -0.42625  0.62624
O  0.74148  0.23740  -1.09832
F  2.54126  -1.06009  -1.61694
N  -4.52856  3.04286  0.89226
S  -5.03403  3.86192  -0.45677
O  -6.42600  4.10588  -0.45025
O  -4.35540  3.60093  -1.68401
F  -4.43509  5.25227  -0.00446
S  -4.53206  1.57446  0.35075
O  -3.48310  1.15683  -0.55641
O  -5.78965  0.97665  0.07490
F  -4.07256  0.93553  1.73563
C  2.26218  0.89960  4.39120
C  2.44315  2.21757  5.13527
O  3.28196  1.80832  6.23046
C  3.15971  0.48603  6.43114
O  3.54301  -0.05990  7.39589
O  2.51716  -0.10370  5.40253
H  3.01085  0.80789  3.61008
H  1.28579  0.69202  3.97134
H  1.47453  2.58615  5.47194
H  3.01758  2.96447  4.60390
C  4.03980  4.97302  -0.94298
C  4.48827  3.58841  -0.55055
C  3.73797  2.49133  -1.31223
O  4.71454  1.50921  -1.60234
C  5.90988  2.17807  -1.73457
O  6.83982  1.71864  -2.29403
O  5.82299  3.36081  -1.11530
H  4.75551  5.72389  -0.61286
H  3.05139  5.18647  -0.53494
H  3.96716  5.00857  -2.02918
H  4.53498  3.36145  0.51412
H  3.26130  2.87241  -2.22569
H  2.86417  2.17235  -0.73606
C  -0.99634  5.07459  -6.15312
C  -0.19712  3.80687  -6.03284
C  1.17994  3.99115  -5.37839
O  1.33012  2.78150  -4.62597
C  0.10620  2.35240  -4.30156
O  -0.11163  1.50213  -3.47961
O  -0.81960  2.94217  -5.04444
H  -0.51408  5.78109  -6.82896
H  -1.05750  5.58289  -5.18893
H  -2.01972  4.85060  -6.44864
H  -0.05161  3.23262  -6.94974
H  1.24931  4.86173  -4.72367
H  1.97579  4.07044  -6.11589
C  -0.92664  -5.49716  3.86489
O  -0.08942  -5.34476  2.72878
C  0.85949  -4.45660  2.69889
O  1.44757  -4.21309  1.65048
O  1.04574  -3.90003  3.87046
C  1.90495  -2.76059  4.12973
H  -0.39016  -5.48749  4.80449
H  -1.55140  -6.38985  3.82698
H  -1.70827  -4.73328  3.81293
H  2.47076  -2.39477  3.27833
H  2.59208  -3.03037  4.92478
H  1.24410  -1.96732  4.44646
C  3.12608  -2.92534  -4.81838
C  3.91413  -3.91236  -3.98796
O  4.63364  -3.29161  -2.93781
C  4.16029  -3.34541  -1.72940
O  3.11545  -3.87650  -1.36537
O  4.98702  -2.74235  -0.94290
C  4.80586  -2.86967  0.48380
H  2.72217  -3.43814  -5.69655
H  3.80424  -2.21142  -5.28676
H  2.31370  -2.44892  -4.28117
H  4.65252  -4.33764  -4.67838
H  3.39708  -4.86019  -3.80664
H  4.57990  -3.90919  0.71797
H  4.04133  -2.17491  0.82875
H  5.74231  -2.58720  0.95353
C  -4.26664  -2.11204  1.54862
C  -4.80975  -2.70408  2.82106
O  -5.45306  -1.63465  3.53588
C  -6.45112  -1.86789  4.37832
O  -7.04363  -2.90263  4.50620
O  -6.62454  -0.77027  5.11927
C  -7.77008  -0.75165  5.91871
H  -5.08798  -1.58531  1.05643
H  -3.81373  -2.84971  0.89271
H  -3.57477  -1.29990  1.76479
H  -4.01060  -2.99765  3.51231
H  -5.50649  -3.53350  2.71042
H  -8.74279  -0.80784  5.42297
H  -7.85960  0.19629  6.45380
H  -7.75313  -1.50816  6.70643

The molar mass is 1391.2 g mol⁻¹. As for the spin multiplicity: 1. The total energy comes out at -244307.9975 eV. Its frontier orbital gap is 0.2542 Eh. For the energy relative to the best compared isomer or geometry (same formula, charge and spin), the calculation gives 0.00 kcal/mol.

=====

(4)
A molecular structure, C5H5CuO. Source: the OMol25 dataset; level of theory: ωB97M-V with the def2-TZVPD basis set.

CARTESIAN COORDINATES (ANGSTROEM)
C  -1.16319  1.24174  -0.05328
C  -0.00074  0.43337  -0.04784
C  -1.43222  -0.60644  0.33615
O  -1.74184  -1.45771  -0.47303
Cu  -1.01918  -2.26898  -2.24760
H  -1.76418  1.36451  -0.95744
H  -1.25405  1.93069  0.79490
H  -1.66805  -0.74938  1.40943
C  1.24888  0.26172  0.24161
C  2.56002  0.00769  0.30080
H  2.96012  -0.73040  1.00281
H  3.27441  0.57320  -0.30651

The molar mass is 144.6 g mol⁻¹. As for the spin multiplicity: 2. Its total charge is +1. The total energy comes out at -51939.2794 eV. Its frontier orbital gap (spin up / spin down) is 0.2372 / 0.2380 Eh. For the energy relative to the best compared isomer or geometry (same formula, charge and spin), the calculation gives 8.38 kcal/mol.